Entry 1:
C4H8O | wB97M-V/def2-TZVPD

Values from the calculation:
**ΔE to the lowest compared entry with this formula, charge and spin**: 22.0 kcal per mole
**LUMO**: 0.0375 Eh
**SMILES**: CC1(O)CC1
**Molar mass**: 72.1 g mol⁻¹
**Orbital gap**: 10.90 eV
**F_max**: 0.0070 Eh/bohr

```
13
Properties=species:S:1:pos:R:3:mulliken_charge:R:1
C -1.172 -0.614 0.653 -1.228
C -0.178 -0.007 -0.316 0.962
O -0.703 0.329 -1.572 -0.555
C 1.244 -0.461 -0.363 -0.646
C 0.892 0.855 0.290 -0.820
H -0.713 -0.752 1.638 0.322
H -1.558 -1.579 0.311 0.280
H -2.020 0.071 0.780 0.321
H -1.156 1.178 -1.492 0.355
H 1.582 -1.302 0.235 0.235
H 1.704 -0.379 -1.344 0.270
H 0.873 0.890 1.378 0.230
H 1.206 1.773 -0.197 0.276
```

***

Entry 2:
C33H61N3O8P | wB97M-V/def2-TZVPD

Values from the calculation:
**ΔE to the lowest compared entry with this formula, charge and spin**: 181.9 kcal per mole
**Total charge**: +1
**LUMO**: -0.1268 Eh
**Molar mass**: 658.8 g mol⁻¹
**Orbital gap**: 7.13 eV
**F_max**: 0.1020 Eh/bohr

```
106
Properties=species:S:1:pos:R:3:mulliken_charge:R:1
C 1.785 -2.489 2.094 -1.006
C 0.863 -1.150 1.700 0.155
O 1.826 -0.098 1.343 -0.356
P 1.249 1.498 1.733 0.865
O 0.485 1.620 3.111 -0.698
C 0.274 2.292 0.257 -0.807
C -1.354 2.270 0.456 -0.614
C -1.809 0.720 0.730 -0.373
N -3.274 0.426 0.485 -0.049
C -3.829 -0.663 1.112 0.287
N -3.182 -1.702 2.051 -0.324
C -3.592 -3.000 1.323 -0.749
C -5.039 -2.676 0.586 0.201
C -4.712 -2.730 -1.029 -0.390
O -5.187 -3.946 -1.709 -0.406
C -4.338 -4.179 -2.924 0.530
C -3.794 -2.921 -3.880 -0.057
C -2.827 -3.163 -5.181 -0.326
C -2.344 -4.667 -5.621 -0.384
C -2.890 -5.959 -4.742 -0.378
C -3.865 -5.695 -3.418 -0.408
N -5.257 -1.234 1.039 -0.306
O 2.702 2.505 1.903 -0.460
C 3.557 1.948 2.977 -0.221
C 4.899 1.170 2.448 -0.527
H 2.830 -2.339 1.537 0.263
H 1.924 -2.590 3.258 0.246
H 1.292 -3.439 1.623 0.334
H 0.155 -1.494 0.834 0.058
H 0.214 -0.934 2.649 0.316
H 0.543 1.726 -0.746 0.381
H 0.657 3.418 0.156 0.360
H -1.726 3.034 1.278 0.322
H -1.840 2.651 -0.564 0.381
H -1.447 0.415 1.815 0.287
H -1.196 0.038 -0.017 0.185
H -3.913 0.987 -0.147 0.355
H -2.140 -1.693 2.088 0.213
H -2.712 -3.441 0.690 0.305
H -3.639 -3.779 2.224 0.333
H -5.771 -3.511 0.977 0.378
H -5.221 -1.786 -1.547 -0.020
H -3.537 -2.560 -1.125 0.457
H -4.092 -1.800 -3.608 0.147
H -2.467 -2.205 -5.769 0.277
H -1.620 -4.758 -6.559 0.282
H -2.550 -7.019 -5.113 0.304
H -4.200 -6.686 -2.848 0.265
H -5.927 -0.657 0.483 0.351
H 3.924 2.875 3.628 0.210
H 3.001 1.233 3.718 0.300
H 5.886 1.647 2.913 -0.010
H 4.862 0.063 2.895 0.217
H 4.941 1.082 1.279 0.284
C -9.291 -2.650 -2.973 -0.656
C -8.869 -1.722 -4.083 -0.588
C -8.018 -0.712 -3.344 -0.117
O -7.419 -1.402 -2.239 -0.345
C -8.058 -2.678 -2.097 -0.209
H -9.590 -3.643 -3.320 0.346
H -10.132 -2.212 -2.422 0.260
H -8.255 -2.267 -4.809 0.262
H -9.706 -1.265 -4.617 0.394
H -8.629 0.102 -2.939 0.285
H -7.237 -0.280 -3.976 -0.083
H -7.351 -3.444 -2.432 0.148
H -8.295 -2.857 -1.045 0.313
C 8.204 4.481 5.945 -0.496
C 8.841 5.009 4.685 -0.520
C 8.170 4.175 3.616 -0.106
O 6.857 3.857 4.100 -0.299
C 6.788 4.204 5.490 -0.433
H 8.253 5.176 6.787 0.344
H 8.691 3.545 6.243 0.174
H 8.581 6.066 4.553 0.280
H 9.931 4.921 4.674 0.322
H 8.703 3.233 3.453 -0.090
H 8.092 4.702 2.661 0.310
H 6.160 5.097 5.580 0.288
H 6.319 3.390 6.050 0.267
C -4.948 3.475 -6.308 -0.492
C -4.217 2.165 -6.166 -0.583
C -5.243 1.305 -5.461 -0.152
O -6.534 1.770 -5.878 -0.390
C -6.368 3.019 -6.564 -0.520
H -4.556 4.114 -7.103 0.344
H -4.899 4.032 -5.365 0.253
H -4.000 1.752 -7.158 0.289
H -3.276 2.245 -5.615 0.330
H -5.180 1.421 -4.374 0.133
H -5.138 0.243 -5.705 0.217
H -6.540 2.839 -7.631 0.283
H -7.111 3.737 -6.208 0.272
C 11.476 -0.784 4.276 -0.542
C 10.074 -0.931 3.746 -0.586
C 9.424 0.355 4.207 -0.100
O 10.455 1.351 4.246 -0.365
C 11.725 0.698 4.108 -0.489
H 12.211 -1.402 3.753 0.340
H 11.501 -1.049 5.340 0.257
H 10.093 -0.968 2.650 0.277
H 9.557 -1.824 4.108 0.342
H 9.018 0.254 5.219 0.253
H 8.621 0.682 3.540 0.056
H 12.109 0.925 3.107 0.278
H 12.425 1.094 4.848 0.266
```

***

Entry 3:
C2H3NO2S | wB97M-V/def2-TZVPD

Values from the calculation:
**ΔE to the lowest compared entry with this formula, charge and spin**: 110.5 kcal per mole
**LUMO (spin up / spin down)**: -0.0220 / -0.0449 Eh
**Molar mass**: 105.1 g mol⁻¹
**Orbital gap (spin up / spin down)**: 8.73 / 8.03 eV
**F_max**: 0.0324 Eh/bohr

```
9
Properties=species:S:1:pos:R:3:mulliken_charge:R:1
C -1.033 -0.054 -0.273 0.788
C 0.375 -0.516 -0.270 -0.885
N 2.259 -0.812 1.003 0.188
O -2.028 -0.715 -0.189 -0.502
O 2.454 -0.039 1.826 -0.145
S -1.111 1.748 -0.418 -0.266
H 0.474 -1.570 -0.452 0.333
H 1.051 0.135 -0.795 0.337
H -2.442 1.823 -0.433 0.152
```

***

Entry 4:
C2HNiO3 | wB97M-V/def2-TZVPD

Values from the calculation:
**ΔE to the lowest compared entry with this formula, charge and spin**: 34.4 kcal per mole
**2S+1**: 3
**Total charge**: +1
**LUMO (spin up / spin down)**: -0.2489 / -0.2947 Eh
**Molar mass**: 131.7 g mol⁻¹
**Orbital gap (spin up / spin down)**: 8.72 / 6.17 eV
**Expectation value of S²**: 2.0091
**F_max**: 0.1102 Eh/bohr

```
7
Properties=species:S:1:pos:R:3:mulliken_charge:R:1
O -1.653 0.465 -0.042 -0.366
O 1.110 -1.530 0.131 -0.278
O 0.347 0.940 -0.091 -0.670
C -0.138 -1.482 -0.009 0.209
C -0.505 0.024 -0.394 0.905
Ni 2.067 0.128 0.062 0.719
H -1.227 1.455 0.342 0.481
```

***

Entry 5:
C24H37FN2O2 | wB97M-V/def2-TZVPD

Values from the calculation:
**ΔE to the lowest compared entry with this formula, charge and spin**: 6.0 kcal per mole
**LUMO**: 0.0213 Eh
**SMILES**: Cc1cc(C(=O)N(C)CCCCCCNC(=O)C[C@H]2CCCC[C@@H]2C)ccc1F
**Molar mass**: 404.6 g mol⁻¹
**Orbital gap**: 9.66 eV
**F_max**: 0.0018 Eh/bohr

```
66
Properties=species:S:1:pos:R:3:mulliken_charge:R:1
C -7.340 -0.979 -2.347 -1.523
C -6.414 -1.364 -1.230 0.572
C -6.172 -0.541 -0.138 0.065
C -5.320 -0.927 0.892 0.238
C -5.124 -0.074 2.111 0.189
O -5.255 -0.558 3.224 -0.649
N -4.849 1.253 1.933 0.191
C -4.747 2.048 3.145 -1.011
C -4.145 1.781 0.768 -1.047
C -2.637 1.892 0.984 -0.698
C -1.988 0.555 1.317 -0.124
C -0.479 0.652 1.494 -0.746
C 0.158 -0.691 1.824 -0.571
C 1.671 -0.618 1.997 -1.211
N 2.367 -0.213 0.787 0.124
C 2.624 -1.093 -0.217 0.174
O 2.299 -2.266 -0.144 -0.676
C 3.358 -0.518 -1.413 -0.879
C 4.734 0.066 -1.070 0.454
C 5.588 -0.974 -0.342 -0.931
C 6.966 -0.434 0.021 -0.700
C 7.690 0.070 -1.222 -0.683
C 6.848 1.112 -1.948 -0.884
C 5.458 0.590 -2.319 0.338
C 4.670 1.677 -3.045 -1.722
C -4.702 -2.168 0.846 -0.788
C -4.906 -3.003 -0.241 -0.868
C -5.752 -2.582 -1.246 0.642
F -5.957 -3.400 -2.301 -0.376
H -6.805 -0.915 -3.296 0.313
H -8.129 -1.721 -2.474 0.342
H -7.801 -0.014 -2.146 0.384
H -6.671 0.420 -0.083 0.390
H -5.573 1.807 3.809 0.347
H -3.817 1.855 3.688 0.308
H -4.788 3.103 2.873 0.326
H -4.339 1.134 -0.083 0.425
H -4.563 2.764 0.536 0.296
H -2.196 2.299 0.068 0.408
H -2.423 2.617 1.775 0.349
H -2.430 0.148 2.233 0.249
H -2.214 -0.166 0.523 0.231
H -0.034 1.053 0.577 0.305
H -0.253 1.372 2.291 0.332
H -0.275 -1.084 2.749 0.418
H -0.064 -1.416 1.037 0.366
H 1.929 0.096 2.782 0.503
H 2.056 -1.595 2.290 0.382
H 2.638 0.747 0.669 0.309
H 3.470 -1.332 -2.130 0.273
H 2.721 0.244 -1.868 0.471
H 4.600 0.927 -0.397 0.248
H 5.068 -1.321 0.554 0.355
H 5.697 -1.850 -0.993 0.284
H 6.855 0.392 0.733 0.306
H 7.552 -1.205 0.524 0.350
H 8.665 0.487 -0.960 0.355
H 7.879 -0.774 -1.895 0.318
H 6.728 1.994 -1.305 0.307
H 7.358 1.454 -2.852 0.374
H 5.588 -0.261 -3.001 0.313
H 4.426 2.494 -2.360 0.336
H 5.259 2.097 -3.861 0.453
H 3.739 1.305 -3.473 0.399
H -4.067 -2.476 1.666 0.515
H -4.431 -3.972 -0.318 0.460
```

***

What is the F_max in the fifth record? 0.0018 Eh/bohr